{
  "formula": "C6H6FIN",
  "method": "the ωB97M-V functional and the def2-TZVPD basis",
  "species": ["C", "C", "C", "C", "C", "C", "N", "F", "I", "H", "H", "H", "H", "H", "H"],
  "coordinates": [[-0.050, -1.786, -0.413], [-0.741, -0.763, 0.132], [1.273, -1.661, -0.828], [-0.453, 0.600, 0.471], [2.083, -0.630, -0.783], [-1.580, 1.505, 0.675], [0.756, 0.951, 0.356], [1.326, 2.167, 0.595], [3.762, 0.332, -1.225], [-0.566, -2.820, -0.561], [-1.796, -0.773, 0.446], [1.747, -2.519, -1.386], [-2.465, 1.264, 0.166], [-1.825, 1.501, 1.810], [-1.471, 2.631, 0.543]],
  "nbo_charge": [-0.1696, -0.1583, -0.3806, 0.2187, 0.0666, -0.7122, 0.0531, -0.1760, 0.6029, 0.2780, 0.2431, 0.3233, 0.2573, 0.2747, 0.2791],
  "gap_ev": 7.9,
  "de_lowest_ev": 3.384,
  "homo_energy_ev": -13.603,
  "e_lumo_ev": -5.73,
  "multiplicity": 1,
  "total_charge": 1
}


{
  "formula": "C6H6FN5",
  "method": "the ωB97M-V functional and the def2-TZVPD basis",
  "species": ["C", "C", "C", "C", "C", "C", "N", "N", "N", "N", "N", "F", "H", "H", "H", "H", "H", "H"],
  "coordinates": [[2.063, -2.746, -1.106], [0.601, -2.819, -1.014], [1.295, -0.846, -0.858], [-2.045, 1.060, 0.361], [-2.179, 1.636, 1.672], [0.317, 1.207, -0.138], [2.425, -1.458, -1.046], [-0.927, 1.011, -0.226], [-1.751, 2.713, 2.220], [0.161, -1.592, -0.786], [1.309, 0.473, -0.712], [0.684, 2.426, 0.324], [2.850, -3.517, -1.000], [-0.051, -3.672, -0.938], [-2.869, 0.676, -0.051], [-2.914, 1.116, 2.287], [-1.163, 3.318, 1.687], [2.194, 1.017, -0.676]],
  "nbo_charge": [-0.0131, -0.0074, 0.4699, 0.0591, 0.0434, 0.7307, -0.5023, -0.4355, -0.5747, -0.4823, -0.5067, -0.3295, 0.2099, 0.2074, 0.1838, 0.1659, 0.3389, 0.4426],
  "gap_ev": [7.6, 5.5],
  "de_lowest_ev": 2.004,
  "homo_energy_ev": [-8.418, -7.383],
  "e_lumo_ev": [-0.79, -1.91],
  "multiplicity": 1
}


{
  "formula": "C6H6FNO2",
  "method": "the ωB97M-V functional and the def2-TZVPD basis",
  "species": ["C", "C", "C", "C", "C", "C", "N", "O", "O", "F", "H", "H", "H", "H", "H", "H"],
  "coordinates": [[0.807, -1.157, -0.064], [1.060, 0.270, -0.179], [-0.440, -1.689, -0.039], [0.981, 1.129, 0.842], [-1.627, -0.738, -0.034], [0.537, 0.680, 2.107], [0.123, 0.312, 3.148], [-0.196, -0.027, 4.261], [-1.408, 0.314, -0.531], [-1.971, 2.746, 0.587], [1.483, -1.964, -0.087], [1.243, 0.576, -1.177], [-0.528, -2.713, 0.200], [1.104, 2.226, 0.619], [-2.517, -1.017, 0.541], [-2.003, 1.823, 0.477]],
  "nbo_charge": [-0.1453, -0.1427, -0.3003, -0.2964, 0.4115, 0.1586, 0.2044, -0.4154, -0.5409, -0.5786, 0.2319, 0.2323, 0.2137, 0.2614, 0.1404, 0.5653],
  "gap_ev": 8.5,
  "de_lowest_ev": 2.441,
  "homo_energy_ev": -8.980,
  "e_lumo_ev": -0.46,
  "multiplicity": 1
}


{
  "formula": "C6H6HgO5S",
  "method": "the ωB97M-V functional and the def2-TZVPD basis",
  "species": ["O", "C", "Hg", "O", "C", "C", "O", "C", "O", "C", "S", "C", "O", "H", "H", "H", "H", "H", "H"],
  "coordinates": [[0.010, -3.374, 0.010], [-0.149, -2.266, -0.153], [-0.647, 0.026, -0.471], [-2.700, 0.001, -3.228], [-1.970, -0.010, -2.360], [2.266, 0.007, -0.414], [3.404, 0.005, -0.583], [-0.137, 2.272, -0.039], [0.021, 3.397, 0.075], [-1.005, 0.290, 4.326], [-0.521, -0.011, 2.634], [0.833, -1.190, 2.878], [-1.718, -0.737, 2.033], [-0.111, 0.740, 4.826], [-1.270, -0.711, 4.699], [-1.871, 0.982, 4.251], [1.324, -0.838, 3.788], [0.428, -2.196, 3.024], [1.566, -1.178, 2.063]],
  "nbo_charge": [-0.2974, 0.4379, 1.3777, -0.2604, 0.4223, 0.4199, -0.3578, 0.4348, -0.2837, -0.7984, 1.1369, -0.8329, -0.9855, 0.2651, 0.2692, 0.2786, 0.2754, 0.2701, 0.2283],
  "gap_ev": 7.0,
  "homo_energy_ev": -16.786,
  "e_lumo_ev": -9.77,
  "multiplicity": 1,
  "total_charge": 2
}


{
  "formula": "C6H6I2N2S",
  "method": "the ωB97M-V functional and the def2-TZVPD basis",
  "species": ["C", "C", "C", "S", "C", "N", "C", "C", "I", "N", "I", "H", "H", "H", "H", "H", "H"],
  "coordinates": [[-1.389, 1.235, -0.874], [-0.055, 0.453, -1.042], [-0.035, -0.885, -0.352], [-0.731, -2.392, -0.730], [0.007, -2.990, 0.767], [0.647, -2.093, 1.460], [0.583, -0.954, 0.823], [1.215, 0.697, 1.081], [0.023, 1.671, 2.549], [1.067, 1.061, -0.290], [1.448, 2.967, -0.832], [-1.704, 1.401, 0.217], [-2.176, 0.603, -1.396], [-1.342, 2.272, -1.507], [0.321, 0.197, -2.147], [-0.099, -4.076, 0.912], [2.220, 0.832, 1.362]],
  "nbo_charge": [-0.6565, -0.0815, -0.2803, 0.4178, -0.1125, -0.4227, 0.1678, -0.1518, 0.0459, -0.6165, 0.3187, 0.2467, 0.2208, 0.2323, 0.2319, 0.2229, 0.2172],
  "gap_ev": 8.7,
  "de_lowest_ev": 0.000,
  "homo_energy_ev": -8.734,
  "e_lumo_ev": -0.07,
  "smiles": "C[C@@H]1c2scnc2[C@H](I)N1I",
  "multiplicity": 1
}


{
  "formula": "C6H6INO",
  "method": "the ωB97M-V functional and the def2-TZVPD basis",
  "species": ["O", "N", "C", "C", "C", "C", "I", "C", "C", "H", "H", "H", "H", "H", "H"],
  "coordinates": [[-2.750, -0.595, -1.504], [-1.691, -1.159, -0.706], [-0.545, -0.471, -0.283], [-0.382, 0.927, -0.468], [0.803, 1.590, -0.087], [1.764, 0.911, 0.663], [3.622, 1.981, 1.431], [1.556, -0.412, 0.968], [0.442, -1.134, 0.506], [-3.586, -0.517, -0.960], [-1.620, -2.195, -0.632], [-1.147, 1.477, -0.981], [0.919, 2.657, -0.335], [2.312, -0.875, 1.580], [0.301, -2.185, 0.809]],
  "nbo_charge": [-0.5446, -0.3303, 0.1686, -0.2737, -0.2305, -0.0875, 0.0587, -0.2473, -0.2700, 0.4755, 0.3744, 0.2288, 0.2315, 0.2290, 0.2174],
  "gap_ev": 8.3,
  "de_lowest_ev": 1.033,
  "homo_energy_ev": -8.080,
  "e_lumo_ev": 0.26,
  "smiles": "ONc1ccc(I)cc1",
  "multiplicity": 1
}


{
  "formula": "C6H6INO2",
  "method": "the ωB97M-V functional and the def2-TZVPD basis",
  "species": ["O", "N", "O", "C", "C", "C", "C", "C", "C", "H", "H", "H", "H", "H", "I", "H"],
  "coordinates": [[-1.296, -2.074, -1.308], [-1.619, -1.267, -0.436], [-2.779, -1.184, -0.001], [-0.601, -0.499, 0.204], [0.729, -0.769, 0.143], [1.695, 0.008, 0.737], [1.315, 1.240, 1.196], [-0.056, 1.612, 1.307], [-1.063, 0.757, 0.750], [0.837, -1.736, -0.332], [2.682, -0.215, 0.595], [1.958, 1.966, 1.533], [-0.374, 2.524, 1.579], [-2.160, 0.969, 0.713], [0.642, 0.127, -3.148], [0.091, -1.458, -3.533]],
  "nbo_charge": [-0.3869, 0.5084, -0.3761, 0.0085, -0.1666, -0.2207, -0.1548, -0.2126, -0.1505, 0.2454, 0.2218, 0.2119, 0.2096, 0.2526, -0.1256, 0.1356],
  "gap_ev": 8.9,
  "de_lowest_ev": 2.627,
  "homo_energy_ev": -9.622,
  "e_lumo_ev": -0.70,
  "smiles": "O=[N+]([O-])c1ccccc1.I",
  "multiplicity": 1
}


{
  "formula": "C6H6INS2",
  "method": "the ωB97M-V functional and the def2-TZVPD basis",
  "species": ["C", "C", "C", "C", "C", "C", "N", "S", "S", "I", "H", "H", "H", "H", "H", "H"],
  "coordinates": [[-1.570, 2.280, -0.237], [-0.263, 1.829, -0.340], [-2.352, 1.407, 0.395], [-0.047, 0.593, 0.050], [1.195, -0.025, 0.168], [0.304, -2.873, -0.285], [2.545, 0.975, 0.498], [-1.539, -0.090, 0.709], [1.667, -1.776, 0.231], [4.323, 0.038, 0.393], [-1.866, 3.303, -0.428], [0.650, 2.286, -0.729], [-3.371, 1.535, 0.793], [0.393, -3.153, -1.369], [-0.609, -2.403, 0.030], [0.540, -3.927, 0.119]],
  "nbo_charge": [-0.2690, -0.1632, -0.3474, -0.3424, 0.0986, -0.7642, -0.6890, 0.4049, 0.3147, 0.2998, 0.2362, 0.2587, 0.2477, 0.2333, 0.2320, 0.2493],
  "gap_ev": [7.2, 6.6],
  "de_lowest_ev": 2.521,
  "homo_energy_ev": [-8.076, -7.537],
  "e_lumo_ev": [-0.85, -0.89],
  "multiplicity": 1
}


{
  "formula": "C6H6MgO5",
  "method": "the ωB97M-V functional and the def2-TZVPD basis",
  "species": ["Mg", "O", "C", "C", "O", "C", "O", "C", "O", "C", "H", "H", "C", "H", "H", "O", "H", "H"],
  "coordinates": [[-0.015, -0.034, 0.884], [-0.084, 3.456, 0.667], [-0.055, 2.315, 0.534], [-0.076, -2.379, 0.452], [-0.083, -3.519, 0.615], [2.337, 0.048, 0.306], [3.482, 0.064, 0.415], [-2.347, 0.020, 0.433], [-3.493, 0.052, 0.511], [-0.064, 0.710, -2.455], [-0.978, 1.271, -2.388], [0.848, 1.276, -2.402], [-0.061, -0.608, -2.513], [0.841, -1.171, -2.429], [-0.957, -1.179, -2.417], [0.158, -0.051, 2.883], [-0.297, -0.654, 3.488], [0.845, 0.381, 3.414]],
  "nbo_charge": [1.5899, -0.3109, 0.3912, 0.3954, -0.3105, 0.3982, -0.3166, 0.3903, -0.3075, -0.4043, 0.2094, 0.2086, -0.3830, 0.2032, 0.2039, -1.0581, 0.5497, 0.5511],
  "gap_ev": 9.1,
  "homo_energy_ev": -17.787,
  "e_lumo_ev": -8.73,
  "multiplicity": 1,
  "total_charge": 2
}


{
  "formula": "C6H6N",
  "method": "the ωB97M-V functional and the def2-TZVPD basis",
  "species": ["C", "C", "C", "C", "C", "C", "N", "H", "H", "H", "H", "H", "H"],
  "coordinates": [[-2.403, -0.248, -2.637], [-3.049, -1.005, -3.390], [0.609, -1.018, -0.003], [1.009, 0.374, -0.228], [-1.670, 0.069, -1.603], [-0.356, 0.012, -0.311], [-1.829, 0.375, -0.156], [1.100, -1.633, -0.745], [0.714, -1.546, 0.952], [1.341, 1.159, 0.452], [1.515, 0.580, -1.253], [-2.108, 1.182, 0.409], [-2.237, -0.476, 0.235]],
  "nbo_charge": [-0.4814, 0.3483, -0.4355, -0.4184, 0.3505, 0.1750, -0.5680, 0.2791, 0.2709, 0.2723, 0.2771, 0.4716, 0.4585],
  "gap_ev": 8.0,
  "de_lowest_ev": 7.953,
  "homo_energy_ev": -14.319,
  "e_lumo_ev": -6.32,
  "multiplicity": 1,
  "total_charge": 1
}


{
  "formula": "C6H6N",
  "method": "the ωB97M-V functional and the def2-TZVPD basis",
  "species": ["C", "C", "C", "C", "C", "C", "N", "H", "H", "H", "H", "H", "H"],
  "coordinates": [[0.045, -0.765, 0.428], [-1.246, -0.375, 0.288], [4.134, 0.598, 0.228], [3.936, 0.430, -0.953], [1.097, -1.267, 0.801], [-2.313, 0.061, -0.032], [-3.684, 0.446, -0.248], [4.607, 0.940, 1.110], [3.396, 0.419, -1.873], [1.943, -1.731, 1.145], [-3.804, 1.165, -0.972], [-4.206, 0.639, 0.586], [-3.905, -0.559, -0.509]],
  "nbo_charge": [-0.1803, 0.0906, -0.2501, -0.2222, 0.0549, 0.0387, -0.6953, 0.2403, 0.2354, 0.2484, 0.4788, 0.4646, 0.4961],
  "gap_ev": 8.6,
  "de_lowest_ev": 5.092,
  "homo_energy_ev": -12.973,
  "e_lumo_ev": -4.34,
  "multiplicity": 1,
  "total_charge": 1
}


{
  "formula": "C6H6N",
  "method": "the ωB97M-V functional and the def2-TZVPD basis",
  "species": ["C", "C", "C", "C", "C", "C", "N", "H", "H", "H", "H", "H", "H"],
  "coordinates": [[-1.682, -0.339, -0.231], [-0.970, -1.279, 0.203], [0.704, 1.045, 0.476], [0.231, 0.343, -0.545], [-1.360, 0.507, -1.310], [1.191, -0.212, 1.104], [0.398, -1.017, 0.081], [0.658, 2.012, 0.952], [-1.593, 0.109, -2.272], [-1.446, 1.494, -1.157], [2.255, -0.534, 1.179], [0.780, -0.442, 2.026], [0.834, -1.689, -0.507]],
  "nbo_charge": [0.1688, 0.0691, -0.2226, 0.2164, -0.3894, -0.1913, -0.4123, 0.2809, 0.2772, 0.2417, 0.2599, 0.2452, 0.4563],
  "gap_ev": [8.3, 8.3],
  "de_lowest_ev": 6.138,
  "homo_energy_ev": [-14.286, -14.280],
  "e_lumo_ev": [-5.94, -5.94],
  "multiplicity": 1,
  "total_charge": 1
}


{
  "formula": "C6H6N",
  "method": "the ωB97M-V functional and the def2-TZVPD basis",
  "species": ["C", "C", "C", "C", "C", "C", "N", "H", "H", "H", "H", "H", "H"],
  "coordinates": [[-0.332, -1.876, 0.106], [-1.996, 0.763, 0.122], [-0.860, 1.283, 0.096], [0.565, 1.425, -0.014], [1.299, 0.046, 0.194], [-1.919, -0.602, -0.128], [0.652, -1.207, 0.065], [-0.685, -2.878, 0.084], [0.861, 1.880, -0.966], [0.896, 2.071, 0.806], [2.150, 0.010, -0.498], [1.720, 0.017, 1.205], [-2.351, -0.932, -1.073]],
  "nbo_charge": [0.3337, -0.0848, 0.2984, -0.5421, -0.2247, -0.0311, -0.3069, 0.2598, 0.2720, 0.3021, 0.2607, 0.2653, 0.1974],
  "gap_ev": 7.9,
  "de_lowest_ev": 4.916,
  "homo_energy_ev": -13.599,
  "e_lumo_ev": -5.69,
  "multiplicity": 1,
  "total_charge": 1
}


{
  "formula": "C6H6N2",
  "method": "the ωB97M-V functional and the def2-TZVPD basis",
  "species": ["C", "N", "C", "C", "C", "C", "C", "N", "H", "H", "H", "H", "H", "H"],
  "coordinates": [[-1.405, 1.200, 0.023], [-2.222, 0.149, 0.063], [-1.450, -1.067, -0.066], [-0.063, -0.572, -0.171], [1.220, -1.035, 0.088], [2.079, 0.134, 0.074], [1.231, 1.209, -0.081], [-0.068, 0.786, -0.151], [-1.844, 2.251, 0.173], [-1.931, -1.526, -0.957], [-1.673, -1.829, 0.751], [1.602, -2.139, 0.093], [3.226, 0.116, 0.094], [1.299, 2.322, 0.067]],
  "nbo_charge": [0.2273, -0.4012, -0.3017, 0.1051, -0.2877, -0.2845, -0.0751, -0.3715, 0.2311, 0.2356, 0.2372, 0.2325, 0.2385, 0.2142],
  "gap_ev": 9.3,
  "de_lowest_ev": 1.066,
  "homo_energy_ev": -8.422,
  "e_lumo_ev": 0.92,
  "smiles": "C1=NCc2cccn21",
  "multiplicity": 1
}


{
  "formula": "C6H6N2",
  "method": "the ωB97M-V functional and the def2-TZVPD basis",
  "species": ["C", "C", "C", "C", "C", "N", "N", "C", "H", "H", "H", "H", "H", "H"],
  "coordinates": [[-3.112, -0.457, -1.645], [-1.803, -0.119, -1.632], [-0.501, 0.073, -0.810], [-0.054, -0.974, -0.012], [0.854, -1.304, 0.806], [0.125, 1.169, -0.803], [1.378, 1.159, -0.208], [1.790, 1.995, 0.631], [-4.095, -1.033, -1.765], [-0.910, -1.690, 0.158], [1.728, -0.703, 1.315], [0.774, -2.281, 1.547], [1.072, 2.542, 1.259], [2.755, 1.621, 1.158]],
  "nbo_charge": [-0.2060, -0.0428, 0.1524, -0.3225, -0.2894, -0.2087, -0.2421, -0.0936, 0.2690, 0.2255, 0.2037, 0.1975, 0.1660, 0.1911],
  "gap_ev": 8.8,
  "de_lowest_ev": 7.175,
  "homo_energy_ev": -9.158,
  "e_lumo_ev": -0.34,
  "smiles": "C#C/C(C=C)=N/N=C",
  "multiplicity": 1
}


{
  "formula": "C6H6N2O2",
  "method": "the ωB97M-V functional and the def2-TZVPD basis",
  "species": ["C", "C", "C", "C", "C", "C", "N", "N", "O", "O", "H", "H", "H", "H", "H", "H"],
  "coordinates": [[2.566, 0.219, -0.044], [1.701, -1.473, -0.253], [1.850, 1.446, -0.168], [0.191, -1.222, -0.006], [0.335, 1.174, -0.370], [-0.118, 0.095, 0.621], [4.856, -0.259, 0.427], [3.784, 0.006, 0.120], [2.386, -2.393, -0.359], [2.353, 2.543, -0.228], [-0.350, -1.358, -1.008], [-0.176, -2.030, 0.595], [-0.387, 1.970, -0.123], [0.106, 0.757, -1.401], [-1.135, 0.053, 0.538], [0.317, 0.168, 1.634]],
  "nbo_charge": [-0.2923, 0.6946, 0.5156, -0.5068, -0.4874, -0.4021, 0.0273, 0.0854, -0.4738, -0.5425, 0.2393, 0.2417, 0.2372, 0.2203, 0.2175, 0.2258],
  "gap_ev": 9.2,
  "de_lowest_ev": 3.535,
  "homo_energy_ev": -9.035,
  "e_lumo_ev": 0.13,
  "multiplicity": 1
}


Which total energy belongs to each record? In order, -684.05989, -605.74870, -537.16461, -1159.27469, -1335.23104, -659.83684, -735.02781, -1380.89030, -807.90401, -286.34299, -286.44812, -286.40971, -286.45458, -341.68339, -341.45888, -492.11353 hartree.